(1)
{"formula": "C18H32N10TeY", "method": "ωB97M-V/def2-TZVPD", "elements": ["Te", "Y", "N", "N", "N", "N", "N", "N", "N", "N", "N", "N", "C", "C", "C", "C", "C", "C", "C", "C", "C", "C", "C", "C", "C", "C", "C", "C", "C", "C", "H", "H", "H", "H", "H", "H", "H", "H", "H", "H", "H", "H", "H", "H", "H", "H", "H", "H", "H", "H", "H", "H", "H", "H", "H", "H", "H", "H", "H", "H", "H", "H"], "xyz": [[0.872, 1.817, -2.922], [0.333, -0.315, -0.617], [-0.666, -2.652, 2.828], [2.617, 0.187, -0.027], [0.221, 1.343, 1.033], [0.320, -2.104, 1.073], [1.683, -1.619, -2.176], [-0.521, -1.659, 2.017], [-1.871, 0.279, -0.229], [-1.128, -1.739, -1.786], [-1.568, -2.623, 3.877], [0.003, -3.738, 2.521], [-0.491, -2.795, -2.597], [2.561, 0.647, 1.394], [-4.180, -0.110, -0.560], [-3.411, -2.405, -2.407], [3.287, -1.130, -0.255], [-2.120, 1.283, 0.620], [-2.853, -0.421, -0.813], [0.883, 3.753, -2.050], [0.611, -3.369, 1.406], [-3.426, 1.653, 0.907], [-0.861, 2.095, -4.118], [3.107, -1.614, -1.699], [-0.899, 1.923, 1.264], [-2.398, -1.559, -1.715], [0.999, -2.941, -2.244], [-1.089, 3.136, 2.107], [1.524, 1.764, 1.587], [-4.459, 0.943, 0.307], [1.848, 2.684, 1.092], [3.552, -2.606, -1.800], [-0.979, -3.759, -2.444], [1.447, 1.982, 2.654], [1.065, 4.468, -2.847], [-2.998, -2.856, -3.306], [3.535, 1.004, 1.734], [-1.341, -3.399, 4.496], [2.299, -0.217, 2.007], [-1.589, 2.871, 3.043], [4.358, -1.072, -0.047], [-1.661, 2.482, -3.494], [-1.732, 3.856, 1.598], [-4.986, -0.668, -1.013], [-4.296, -1.836, -2.685], [-3.641, 2.466, 1.585], [-3.729, -3.212, -1.739], [1.693, -1.239, -3.119], [2.866, -1.837, 0.462], [-0.605, -2.544, -3.656], [-5.487, 1.205, 0.520], [1.271, -4.026, 0.865], [-1.475, -1.730, 4.354], [-1.140, 1.136, -4.547], [-0.604, 2.791, -4.910], [3.110, 0.889, -0.574], [1.466, -3.587, -2.990], [1.116, -3.432, -1.279], [-0.146, 3.617, 2.346], [1.693, 3.806, -1.327], [-0.075, 3.938, -1.572], [3.664, -0.958, -2.369]], "e_tot_ha": -1558.19448, "charge": 3, "multiplicity": 1}

(2)
{"formula": "C18H32N2O6", "method": "ωB97M-V/def2-TZVPD", "elements": ["O", "O", "O", "O", "O", "O", "N", "N", "C", "C", "C", "C", "C", "C", "C", "C", "C", "C", "C", "C", "C", "C", "C", "C", "C", "C", "H", "H", "H", "H", "H", "H", "H", "H", "H", "H", "H", "H", "H", "H", "H", "H", "H", "H", "H", "H", "H", "H", "H", "H", "H", "H", "H", "H", "H", "H", "H", "H"], "xyz": [[7.291, -3.698, -5.528], [6.757, -4.371, -3.455], [3.593, -0.858, -3.570], [-1.963, -1.190, 0.534], [0.393, 0.079, 0.828], [-3.624, 0.291, -1.025], [0.849, -0.011, -1.383], [4.681, -2.794, -3.223], [3.100, -0.777, -0.639], [-4.015, -0.523, -2.112], [5.403, -2.694, -4.468], [7.874, -5.288, -3.488], [1.736, -2.681, -1.723], [-1.417, -0.573, -0.603], [-2.827, 3.076, -0.855], [3.813, -1.820, -2.848], [0.598, -0.570, -2.708], [7.895, -6.021, -2.170], [-2.249, 0.655, -1.041], [2.231, 0.383, -1.117], [3.125, -2.038, -1.514], [-2.506, 1.749, 1.259], [-2.078, 1.919, -0.197], [0.838, -2.087, -2.810], [0.026, -0.161, -0.307], [6.586, -3.628, -4.559], [1.259, -2.297, -3.796], [2.218, 1.147, -0.341], [4.918, -3.537, -2.590], [-5.095, -0.643, -2.052], [-2.504, 3.227, -1.888], [-3.760, -0.050, -3.066], [4.765, -2.905, -5.329], [-1.960, 0.903, -2.072], [6.973, -6.583, -2.022], [5.768, -1.675, -4.608], [4.122, -0.409, -0.512], [-2.401, 2.700, 1.783], [8.018, -5.326, -1.340], [1.280, -0.059, -3.383], [2.632, 0.810, -2.033], [-0.115, -2.622, -2.763], [1.878, -3.738, -1.962], [-1.413, -1.291, -1.431], [-2.649, 4.003, -0.309], [3.714, -2.774, -0.955], [-2.911, -1.003, 0.514], [1.220, -2.653, -0.760], [8.729, -6.723, -2.157], [-3.550, -1.514, -2.073], [-1.008, 2.152, -0.214], [-1.897, 1.004, 1.767], [8.783, -4.713, -3.656], [-3.556, 1.454, 1.319], [2.742, -1.076, 0.349], [7.741, -5.961, -4.334], [-0.413, -0.325, -3.034], [-3.901, 2.886, -0.858]], "smiles": "CCOC(=O)CNC(=O)[C@@H]1CCCN(C(=O)[C@@H](O)[C@@H](OC)C(C)C)CC1", "e_tot_ha": -1266.07235, "charge": 0, "multiplicity": 1}

(3)
{"formula": "C18H32N4O2", "method": "ωB97M-V/def2-TZVPD", "elements": ["O", "O", "N", "N", "N", "N", "C", "C", "C", "C", "C", "C", "C", "C", "C", "C", "C", "C", "C", "C", "C", "C", "C", "C", "H", "H", "H", "H", "H", "H", "H", "H", "H", "H", "H", "H", "H", "H", "H", "H", "H", "H", "H", "H", "H", "H", "H", "H", "H", "H", "H", "H", "H", "H", "H", "H"], "xyz": [[2.271, 3.057, -0.564], [-2.143, -2.135, -0.154], [-4.388, -0.003, -0.893], [0.949, 1.433, 0.245], [-0.944, -0.371, -0.828], [3.606, 0.097, 0.526], [3.316, 1.472, 0.894], [-4.821, -1.219, 1.258], [4.763, -1.979, 1.077], [2.143, 2.052, 0.112], [4.020, -0.001, -0.865], [-3.299, -0.629, -1.613], [4.608, -0.495, 1.396], [-0.196, 1.924, -0.491], [0.212, -0.855, -0.095], [-3.538, 0.914, 1.272], [-4.073, 1.191, -0.138], [4.159, -1.463, -1.273], [-0.664, 0.873, -1.506], [-5.289, -0.872, -0.159], [-2.089, -1.101, -0.800], [5.180, -2.158, -0.378], [0.683, 0.187, 0.924], [-4.548, 0.064, 2.038], [-1.005, 2.144, 0.214], [6.166, -1.714, -0.535], [-2.998, 0.050, -2.416], [-5.478, 0.627, 2.158], [5.584, 0.010, 1.287], [-0.073, -1.781, 0.405], [-2.593, 0.371, 1.210], [-3.705, -1.532, -2.079], [4.981, 0.520, -1.029], [-5.592, -1.810, 1.756], [-5.439, -1.785, -0.738], [3.076, 1.509, 1.962], [-1.538, 1.248, -2.032], [-3.360, 1.861, 1.788], [1.584, -0.178, 1.409], [5.504, -2.418, 1.746], [4.462, -1.521, -2.319], [1.026, -1.055, -0.800], [-3.913, -1.819, 1.202], [0.102, 2.841, -1.002], [5.243, -3.219, -0.627], [-0.104, 0.354, 1.670], [-3.367, 1.796, -0.711], [0.138, 0.704, -2.236], [-5.005, 1.763, -0.049], [3.807, -2.479, 1.245], [4.174, 2.141, 0.713], [-4.166, -0.171, 3.034], [3.267, 0.494, -1.483], [4.279, -0.372, 2.432], [3.193, -1.961, -1.166], [-6.249, -0.344, -0.099]], "smiles": "O=C(CN1CCCCC1)N1CCN(C(=O)CN2CCCCC2)CC1", "e_tot_ha": -1074.60837, "charge": 0, "multiplicity": 1}

For the records above, the corresponding HOMO values read -17.06 -9.10 -8.10 eV.
For the records above, the corresponding relative energy (zero: lowest compared OMol25 entry of this formula, charge and spin) values read 0.0 12.8 123.4 kJ/mol.
For the records above, the corresponding HOMO-LUMO gap values read 0.2782 0.3512 0.3262 Ha.